(1)
2 unconnected molecules or ions with the total composition C5H12O. Source: the OMol25 dataset; level of theory: ωB97M-V/def2-TZVPD.

ORCA input file:
```
! wB97M-V def2-TZVPD RIJCOSX def2/J DEFGRID3
* xyz 0 1
C 0.62584 0.11329 -2.64561
C 0.87879 -0.14252 -1.15607
C -0.26702 0.29920 -0.31738
C 0.03400 -1.27928 2.12736
O -0.12808 1.30354 0.47436
C -0.98855 1.75634 1.35906
H -0.28248 -0.40522 -2.97221
H 0.48158 1.18300 -2.82609
H 1.45584 -0.23675 -3.26723
H 1.78271 0.37732 -0.81920
H 1.05693 -1.21718 -0.99405
H -1.23753 -0.19367 -0.34078
H -0.47628 -1.95091 1.43182
H -0.00666 -1.69836 3.13426
H 1.07758 -1.16682 1.81942
H -2.00993 1.39328 1.31245
H -0.44753 -0.29265 2.15272
H -0.68424 2.65831 1.86337
*
```

Calculated values
- energy relative to the best compared isomer or geometry (same formula, charge and spin) (kcal/mol) = 88.5
- HOMO-LUMO gap (spin up / spin down) (eV) = 8.161 / 7.821
- energy (eV) = -7423.472
- HOMO level (spin up / spin down) (eV) = -7.25 / -6.94

(2)
2 unconnected molecules or ions with the total composition C5H12O at a distorted geometry. Source: the OMol25 dataset; level of theory: ωB97M-V/def2-TZVPD.

ORCA input file:
```
! wB97M-V def2-TZVPD RIJCOSX def2/J DEFGRID3
* xyz 0 1
C 0.99457 -3.00303 -0.42931
C 1.05482 -2.24868 0.87459
O 1.68339 -1.24688 1.09355
H -0.06235 -2.96598 -0.70475
H 1.64604 -2.53976 -1.15684
H 1.23570 -4.05425 -0.23611
H 0.39192 -2.63846 1.65711
C -0.65118 2.34450 0.77181
C -0.85424 2.46704 -0.74221
C -1.88955 1.46164 -1.27197
H -1.58607 2.32775 1.32003
H -0.13881 1.39552 0.93914
H 0.05135 3.07316 1.16468
H -1.16873 3.47415 -1.02529
H 0.10093 2.31773 -1.25115
H -1.51990 0.99756 -2.18162
H -2.81357 1.95177 -1.55748
H -2.08419 0.64515 -0.57244
*
```

Calculated values
- SMILES = CC=O.CCC
- energy relative to the best compared isomer or geometry (same formula, charge and spin) (kcal/mol) = 19.8
- HOMO-LUMO gap (eV) = 10.891
- energy (eV) = -7426.453
- HOMO level (eV) = -9.94